Here is a 19-piece molecular cluster, C30H98O19 overall from OMol25. Energies are from the ωB97M-V functional and the def2-TZVPD basis.

The geometry in XYZ format:
```
147
Properties=species:S:1:pos:R:3:mulliken_charge:R:1
O 1.27763 2.76798 -2.13304 -0.48
H 0.78714 2.15848 -1.58153 0.24
H 2.18768 2.66400 -1.85512 0.22
O 2.57304 0.33092 3.39650 -0.62
H 3.22417 -0.22150 2.96397 0.26
H 2.50440 -0.02713 4.28155 0.24
O 0.42139 2.03499 3.28359 -0.52
H 1.15423 1.41974 3.25780 0.33
H -0.08088 1.84327 2.49163 0.26
O 4.23477 2.27281 -1.67911 -0.69
H 3.88349 2.07779 -0.81031 0.28
H 5.10877 1.88248 -1.67775 0.27
O -0.21699 4.27429 -3.78743 -0.66
H 0.23125 3.65277 -3.21383 0.32
H -0.08443 5.12518 -3.36953 0.28
O -5.14657 -0.81904 -1.54228 -0.55
H -4.95722 -1.43176 -2.25288 0.28
H -5.85797 -0.27399 -1.87854 0.25
O 0.55304 -1.30587 -1.62619 0.20
H 0.50751 -1.39574 -2.57807 0.01
H 0.94697 -2.12512 -1.32636 -0.22
O -0.11670 0.84431 0.13386 0.75
H -0.94344 1.19526 -0.19717 -0.31
H 0.04917 0.07140 -0.40588 -0.08
O 2.68788 1.15995 0.45331 -0.41
H 2.97405 0.40778 0.97155 0.08
H 1.73230 1.13644 0.50361 0.24
C -1.57619 0.37875 5.66696 -1.57
C -3.08882 0.62000 5.55295 1.09
C -3.84694 -0.29174 4.55953 -1.13
O -3.57929 0.27647 6.80509 -0.57
H -1.09988 1.23173 6.15034 0.40
H -1.05906 0.38590 4.70747 0.25
H -1.28111 -0.45639 6.30222 0.54
H -3.27835 1.66565 5.31049 -0.08
H -3.49492 -0.16760 3.53544 0.09
H -4.90508 -0.03477 4.60869 0.36
H -3.62077 -1.34071 4.75093 0.33
H -2.84453 0.08490 7.39249 0.32
C -1.92421 -0.80440 -3.79728 -1.33
C -0.87372 -0.57096 -4.94792 0.35
C -0.42727 0.92945 -4.85230 -1.12
O 0.19036 -1.41619 -4.67311 -0.58
H -1.69792 -0.31948 -2.84768 0.06
H -1.93861 -1.86397 -3.54194 0.34
H -2.92863 -0.45433 -4.03542 0.50
H -1.36699 -0.79024 -5.89487 0.59
H 0.28836 1.03754 -4.03726 -0.02
H -1.31369 1.53929 -4.67780 0.48
H 0.09838 1.29475 -5.73455 0.46
H 0.55701 -1.61879 -5.53689 0.25
C -1.84232 7.68046 -0.82663 -1.20
C -0.47201 7.23182 -1.39935 0.74
C 0.22899 6.11683 -0.72457 -1.06
O -0.61811 7.02190 -2.80932 -0.54
H -2.18638 8.67907 -1.09589 0.44
H -1.70266 7.75428 0.25186 0.16
H -2.68959 6.99738 -0.76623 0.34
H 0.23900 8.05512 -1.33048 0.17
H -0.44299 5.26190 -0.64943 -0.08
H 0.62628 6.27669 0.27778 0.44
H 1.01124 5.81705 -1.42193 0.38
H -1.11938 7.71956 -3.23781 0.28
C -0.44769 5.88233 2.98178 -1.41
C -1.93415 5.63186 2.88967 1.10
C -2.34799 4.31804 3.55120 -1.01
O -2.70082 6.64657 3.46191 -0.63
H 0.13012 4.98836 2.74714 0.31
H -0.08373 6.31916 3.91173 0.40
H -0.25311 6.73065 2.32558 0.34
H -2.13690 5.58764 1.81960 -0.22
H -1.86217 4.17010 4.51566 0.42
H -2.04493 3.45150 2.96352 -0.12
H -3.41675 4.29381 3.76394 0.42
H -2.24956 7.40122 3.07659 0.40
C -4.16896 2.12753 1.13625 -1.32
C -3.42591 2.19452 -0.21032 0.51
C -2.44255 3.36368 -0.33971 -1.31
O -2.84104 0.93680 -0.54320 -0.17
H -5.02202 1.45242 1.06832 0.41
H -4.67816 3.07445 1.31559 0.47
H -3.63875 1.92844 2.06756 -0.07
H -4.18459 2.31354 -0.98386 0.39
H -3.07988 4.24529 -0.40817 0.65
H -1.90988 3.39299 -1.29024 0.23
H -1.79807 3.36595 0.53934 0.19
H -3.50713 0.36181 -0.92700 0.01
C -2.70722 -5.33064 0.38601 -1.22
C -3.56510 -4.31344 1.15031 0.52
C -3.76474 -3.02499 0.37906 -0.84
O -4.87094 -4.89570 1.29198 -0.59
H -2.44198 -6.23498 0.93365 0.38
H -1.80812 -4.81454 0.04936 0.08
H -3.22333 -5.64999 -0.51939 0.40
H -3.14604 -4.17796 2.14737 0.22
H -4.44597 -2.41473 0.97203 0.36
H -4.02582 -3.15119 -0.67166 0.18
H -2.87525 -2.39527 0.39763 0.22
H -5.31197 -4.37806 1.96957 0.33
C 1.09636 -5.03758 -2.72781 -1.16
C 1.22613 -5.40937 -1.23188 0.81
C 2.60354 -5.94819 -0.78218 -1.37
O 0.94648 -4.32505 -0.45894 0.07
H 1.36260 -5.84214 -3.41330 0.46
H 1.65418 -4.16268 -3.06168 -0.12
H 0.06060 -4.72455 -2.85940 0.34
H 0.43245 -6.13509 -1.05442 0.35
H 3.41649 -5.32727 -1.15858 0.20
H 2.83367 -6.93694 -1.17910 0.47
H 2.69869 -5.97465 0.30332 0.27
H 0.82460 -4.61532 0.44798 -0.27
C 5.40307 -1.92481 -4.64703 -1.39
C 3.93566 -1.75535 -5.11167 0.94
C 3.40763 -0.29933 -4.92074 -0.57
O 3.98131 -2.03400 -6.48274 -0.59
H 5.48844 -1.81278 -3.56618 0.24
H 6.02889 -1.19063 -5.15441 0.36
H 5.83959 -2.88700 -4.91492 0.38
H 3.18432 -2.43096 -4.70283 -0.13
H 2.34475 -0.20175 -5.14177 -0.12
H 4.09654 0.30255 -5.51339 0.41
H 3.49994 -0.00001 -3.87672 0.09
H 3.06272 -2.20656 -6.70189 0.36
C 3.49518 -2.07374 -0.56524 0.12
C 4.17136 -2.79747 0.62925 0.83
C 5.59747 -3.19754 0.37581 -1.67
O 4.11704 -1.90359 1.74321 -0.36
H 3.25537 -2.77532 -1.36423 -0.04
H 4.21773 -1.33814 -0.91867 0.43
H 2.62882 -1.49156 -0.25126 -0.67
H 3.53763 -3.63466 0.92179 -0.38
H 6.19459 -3.66901 1.15636 0.48
H 6.19186 -2.34355 0.05098 0.39
H 5.60011 -3.91910 -0.44115 0.35
H 4.69206 -2.39134 2.33739 0.36
C 2.22318 -4.17337 3.81341 -1.15
C 0.78647 -3.95137 3.34396 0.54
C 0.49654 -2.51788 2.83235 -0.70
O 0.46152 -4.95391 2.41049 -0.52
H 2.19845 -4.07871 4.89901 0.41
H 2.94249 -3.48941 3.36299 -0.05
H 2.62372 -5.16267 3.59219 0.41
H 0.05649 -4.07770 4.14350 0.39
H 1.17518 -2.15464 2.06061 -0.13
H 0.51500 -1.83263 3.67981 0.36
H -0.50875 -2.46235 2.41474 0.20
H 0.47803 -5.77464 2.90822 0.27
```

- Energy relative to the best compared isomer or geometry (same formula, charge and spin): 3.3951 eV

=====

Here is a 4-piece molecular cluster, C32H72N3O3P overall from OMol25. Energies are from the ωB97M-V functional and the def2-TZVPD basis.

The geometry in XYZ format:
```
111
Properties=species:S:1:pos:R:3:mulliken_charge:R:1
N -1.16200 -3.39458 3.51248 0.80
O -1.12880 -2.18341 3.42428 -0.42
O -1.38791 -4.13857 2.56097 -0.66
O -0.98086 -3.97565 4.55789 -0.67
C -0.40949 2.68228 -4.26791 -1.45
C -0.13425 1.20302 -4.03516 0.02
C 1.28879 0.93305 -3.63038 -0.45
C 1.58605 -0.58176 -3.67788 -1.00
P 3.33784 -0.96619 -3.30722 1.06
C 3.61603 -0.47126 -1.58465 -0.92
C 2.93597 -1.32804 -0.50609 -0.61
C 3.08787 -0.77459 0.90206 -0.54
C 2.23407 -1.48658 1.92298 -1.09
C 4.42496 0.03603 -4.42053 -1.39
C 4.95110 1.43641 -4.03205 -0.98
C 6.35356 1.52390 -3.36497 -0.28
C 6.83495 3.00722 -3.34510 -1.28
C 3.55023 -2.74049 -3.55757 -1.03
C 3.67144 -3.08841 -5.06489 -0.66
C 2.41338 -3.63989 -5.68184 -0.26
C 2.59523 -4.36382 -7.02878 -1.38
H 0.14261 3.12036 -5.09939 0.46
H -0.10414 3.35091 -3.46306 0.24
H -1.46783 2.79916 -4.50107 0.39
H -0.42207 0.65463 -4.93212 0.47
H -0.76727 0.76087 -3.26582 -0.25
H 1.40718 1.34106 -2.62658 0.21
H 1.93278 1.49509 -4.30675 0.23
H 1.28091 -0.97774 -4.64648 0.46
H 1.03006 -1.19748 -2.97086 0.62
H 3.28841 0.56494 -1.50059 0.60
H 4.68660 -0.67044 -1.53655 0.61
H 3.27606 -2.36299 -0.54257 0.47
H 1.85840 -1.33279 -0.67013 0.06
H 2.82127 0.28210 0.92304 0.34
H 4.12757 -0.70618 1.22214 0.41
H 2.51041 -1.16109 2.92587 0.46
H 2.27508 -2.57555 1.89931 0.36
H 1.15415 -1.34708 1.87401 0.08
H 3.86070 -0.01237 -5.35185 0.64
H 5.31081 -0.59882 -4.43906 0.58
H 4.15097 2.04297 -3.60780 0.35
H 4.97235 1.93916 -4.99895 0.54
H 6.93910 0.77956 -3.90460 0.42
H 6.27661 1.12053 -2.35529 0.20
H 7.90225 3.21020 -3.25687 0.38
H 6.24071 3.64516 -2.69089 0.32
H 6.65756 3.39556 -4.34801 0.33
H 2.75270 -3.35449 -3.13919 0.54
H 4.47575 -2.98651 -3.03700 0.55
H 4.40469 -3.89458 -5.04166 0.41
H 4.11255 -2.29348 -5.66623 0.37
H 1.70463 -2.84487 -5.91360 0.14
H 1.89935 -4.27743 -4.96252 0.35
H 3.25806 -3.82271 -7.70402 0.34
H 1.68493 -4.56808 -7.59246 0.39
H 2.98318 -5.36070 -6.81941 0.34
C -2.74309 3.99582 -1.68435 -1.42
C -2.80759 3.16468 -0.45426 -0.56
C -1.92069 1.93857 -0.54993 -0.78
N -2.09634 0.94881 0.58509 0.99
C -1.72744 1.53402 1.95816 -0.71
C -3.49075 0.30231 0.67657 -0.27
C -3.31696 -1.23463 0.44536 -0.29
C -2.16529 -1.34437 -0.47677 -0.92
C -1.22233 -0.34421 0.22861 0.09
H -1.72904 4.35769 -1.85422 0.31
H -3.27919 4.86805 -1.31030 0.47
H -3.22710 3.53019 -2.54285 0.33
H -3.83939 2.95661 -0.17108 0.44
H -2.29779 3.64859 0.37882 0.35
H -0.86836 2.22200 -0.56938 0.44
H -2.26899 1.34835 -1.39753 0.34
H -1.90365 0.82271 2.76506 -0.31
H -2.26897 2.46121 2.14569 0.41
H -0.69017 1.86798 1.98368 0.47
H -3.85565 0.49359 1.68571 -0.07
H -4.12356 0.82166 -0.04310 0.46
H -3.11570 -1.76425 1.37654 0.01
H -4.16499 -1.59274 -0.13834 0.55
H -1.74620 -2.34644 -0.56797 0.45
H -2.24268 -1.05725 -1.52542 0.30
H -0.87615 -0.81354 1.14947 -0.72
H -0.37094 0.06341 -0.31643 0.42
C -0.23776 0.86189 5.50520 -1.47
C -1.60707 1.41915 5.75428 0.05
C -2.51387 0.35250 6.35074 -0.87
N -4.01975 0.56052 6.04340 0.28
C -4.49986 2.01803 6.19170 -1.10
C -4.89286 -0.43983 6.82152 -0.59
C -4.87384 -1.74608 5.99974 -0.91
C -4.92827 -1.27026 4.55896 -0.44
C -4.23576 0.08028 4.54906 0.89
H -0.37650 0.03177 4.81255 0.24
H 0.26975 0.45678 6.38066 0.39
H 0.43407 1.58393 5.04108 0.38
H -1.96579 1.88244 4.83516 0.03
H -1.58452 2.24677 6.46324 0.51
H -2.55549 0.47243 7.43332 0.55
H -2.20847 -0.67159 6.13611 0.43
H -3.81309 2.66381 5.64452 0.36
H -4.40704 2.18862 7.26426 0.41
H -5.51743 2.14127 5.82093 0.42
H -5.86798 0.04699 6.83708 0.43
H -4.59038 -0.48119 7.86790 0.36
H -5.60342 -2.50976 6.26918 0.51
H -3.95154 -2.30460 6.15953 0.32
H -5.97170 -1.17240 4.25933 0.36
H -4.37861 -1.93852 3.89607 0.21
H -4.75786 0.84104 3.96876 0.39
H -3.28107 -0.00865 4.03064 -1.06
```

- Charge: +2

=====

Here is a 2-piece molecular cluster, C4H12 overall from OMol25. Energies are from the ωB97M-V functional and the def2-TZVPD basis.

The geometry in XYZ format:
```
16
Properties=species:S:1:pos:R:3:mulliken_charge:R:1
C 0.04368 2.63655 -0.03642 -0.86
C -1.34009 2.19257 -0.46153 -0.80
H 0.87663 2.15661 -0.55579 0.27
H 0.22078 3.69023 -0.27758 0.34
H 0.19067 2.59616 1.04857 0.25
H -1.71436 1.34441 0.11813 0.25
H -2.07458 2.97178 -0.24771 0.29
H -1.42184 1.97897 -1.52246 0.27
C 0.05961 -2.94081 0.17754 -0.78
C 1.23543 -1.96495 0.30635 -0.75
H -0.13647 -3.43566 1.13398 0.26
H -0.83124 -2.37700 -0.09121 0.24
H 0.25715 -3.71009 -0.55995 0.27
H 0.87936 -1.04551 0.76068 0.21
H 2.09145 -2.30893 0.89243 0.30
H 1.66381 -1.78432 -0.68504 0.25
```

- SMILES string: CC.CC
- Energy relative to the best compared isomer or geometry (same formula, charge and spin): 0.1829 eV

=====

Here is C6H11NO as an isolated structure from OMol25. Energies are from the ωB97M-V functional and the def2-TZVPD basis.

The geometry in XYZ format:
```
19
Properties=species:S:1:pos:R:3:mulliken_charge:R:1
C -1.52496 -0.18868 -0.25130 0.49
C -0.88182 1.22844 -0.36444 -1.51
C 1.17950 0.31205 -0.22191 0.10
C 2.35641 -0.33819 0.28693 -0.71
C 0.77402 -0.79574 0.37728 -0.21
C -0.54036 -1.40930 -0.40429 -0.82
H -1.56485 0.52356 1.41487 0.45
H -2.24109 -0.29342 -1.19344 0.22
H -0.74627 1.32556 -1.35319 0.57
H -1.62460 2.02152 -0.37430 0.47
H 0.51285 1.82299 1.30320 0.33
H 0.87006 0.26479 -1.31182 0.25
H 3.03391 -0.97859 -0.40958 0.22
H 2.72271 0.03303 1.29968 0.24
H 0.55864 -0.85414 1.51747 0.18
H -0.17508 -1.55350 -1.48026 0.29
H -0.92022 -2.28322 0.08261 0.39
N 0.48609 1.47290 0.21037 -0.35
O -2.27495 -0.31006 0.87212 -0.58
```

- Energy relative to the best compared isomer or geometry (same formula, charge and spin): 7.1716 eV

=====

Here is a 2-piece molecular cluster, C4H7Cl2NO2 overall from OMol25. Energies are from the ωB97M-V functional and the def2-TZVPD basis.

The geometry in XYZ format:
```
16
Properties=species:S:1:pos:R:3:mulliken_charge:R:1
C -0.47687 -1.45440 -2.14547 -1.05
C -0.62703 -0.27917 -1.23139 -0.01
N -0.18701 0.84498 -1.58890 0.69
O 0.31922 1.24083 -2.62321 -0.72
O -0.13901 1.83142 -0.53235 -0.39
H 0.60329 -1.82006 -2.01470 0.23
H -1.05259 -2.31011 -1.83662 0.33
H -0.74040 -1.09592 -3.05453 0.35
H -1.06913 -0.19833 -0.21539 0.29
H -0.25434 2.71927 -0.88606 0.31
C 1.20508 -0.41649 2.72722 -0.66
C 0.16126 0.40848 2.70974 0.49
Cl -1.52953 0.06898 2.78140 -0.15
Cl 0.51356 2.08150 2.52254 -0.18
H 1.03130 -1.55791 2.74383 0.21
H 2.24220 -0.06308 2.64388 0.27
```

- SMILES string: C/C=[N+](\[O-])O.C=C(Cl)Cl
- Energy relative to the best compared isomer or geometry (same formula, charge and spin): 4.6621 eV

=====

Highest occupied orbital energy per entry: -9.64; -11.08; -11.60; -8.09; -9.01 eV
LUMO level per entry: 0.12; -4.20; 1.10; 0.76; 0.62 eV
Largest force on an atom per entry: 3.846; 3.965; 1.075; 8.905; 4.432 eV/A